14
Properties=species:S:1:pos:R:3:forces:R:3 method="wB97M-V/def2-TZVPD" orbital_gap_ev="7.337 / 9.827" multiplicity=7 homo_energy_ev="-18.636 / -18.636" total_charge=+2 max_force_ha_per_bohr=0.06065 e_above_lowest_kcal_mol=0.0
O 2.643088 0.337823 -0.041417 -1.736 0.750 0.163
C 3.498310 -0.453313 -0.144404 2.774 -1.396 -0.286
O 4.396300 -1.160482 -0.248006 -1.277 0.629 0.137
O -1.463185 0.068921 -0.656716 1.863 1.453 0.865
C -2.784650 0.327171 -0.590059 -1.790 -0.227 -0.071
C -3.342877 1.543605 0.047059 -0.355 -0.105 -0.262
O -2.813992 2.544816 0.560892 0.524 0.002 0.083
C -1.339386 2.832622 0.688895 -1.070 0.430 -0.162
Eu 0.223031 1.151271 0.039951 -0.046 -1.210 -0.460
H -3.378364 -0.464313 -0.065015 0.314 0.090 -0.211
H -3.296431 0.364123 -1.586037 0.247 -0.095 0.216
H -4.441990 1.586082 0.049182 0.237 0.005 0.035
H -1.279664 3.150878 1.739110 0.184 -0.172 -0.083
H -1.253913 3.757511 0.099134 0.130 -0.155 0.036